This record from the Open Molecules 2025 dataset describes a 2-piece molecular cluster, C6H11N4O overall at a distorted geometry. The level of theory is ωB97M-V/def2-TZVPD.

```
! RIJCOSX wB97M-V def2-TZVPD def2/J DEFGRID3
* xyz -1 1
C 3.0645 1.7457 0.0239
C 1.7100 0.1612 -0.4084
C -1.4827 0.6845 -0.9216
C -1.6237 -1.2149 0.8512
C 0.5594 -0.6496 -0.3451
C -0.7537 -0.1592 0.1750
N 1.8651 1.3734 0.3506
N 2.7910 -0.1404 -1.1152
N 3.6311 0.9784 -0.9504
N 0.9331 -1.8228 1.4849
O 1.6523 -2.8541 1.1534
H 3.7250 2.5523 0.3712
H -2.5515 1.0389 -0.6982
H -0.9146 1.6417 -1.2955
H -1.7546 0.2107 -1.9272
H -2.5228 -0.7155 1.3198
H -1.0551 -1.8703 1.5035
H -2.0204 -1.8368 0.1457
H 0.4539 -1.4798 -0.9857
H -0.6870 0.6064 0.8730
H 4.3353 1.2348 -1.5917
H 1.5747 -1.0846 1.9661
*
```

Properties
- Relative energy (zero: lowest compared OMol25 entry of this formula, charge and spin): 71.14 kcal per mole
- HOMO energy (alpha / beta): -2.0 / -2.1 eV
- Electronic energy: -529.33890 a.u.